{
  "formula": "C40H64BCl2FN6O2SiV",
  "method": "ωB97M-V/def2-TZVPD",
  "e_homo_ev": [-5.233, -5.114],
  "charge": -1,
  "gap_ev": [7.7080, 7.5878],
  "de_lowest_kj_mol": 102.8,
  "energy_ha": -4320.422595,
  "spin_multiplicity": 3,
  "species": ["C", "H", "H", "O", "H", "H", "H", "C", "H", "H", "H", "H", "H", "B", "H", "H", "C", "H", "C", "C", "H", "H", "H", "C", "C", "O", "H", "H", "C", "C", "H", "H", "C", "H", "H", "C", "H", "C", "C", "H", "C", "H", "H", "H", "C", "C", "N", "H", "H", "C", "C", "N", "C", "Cl", "F", "H", "H", "C", "H", "H", "H", "H", "H", "H", "H", "H", "C", "H", "C", "H", "C", "H", "C", "C", "H", "C", "H", "C", "V", "H", "H", "Cl", "C", "C", "H", "N", "N", "H", "C", "H", "H", "H", "Si", "C", "C", "C", "C", "C", "H", "H", "H", "H", "C", "H", "H", "H", "N", "H", "H", "C", "C", "H", "H", "N", "H", "H", "C", "C"],
  "positions_angstrom": [[-2.970320, 0.493906, 2.750626], [-4.007400, 3.635749, -1.603690], [-4.267125, -4.290127, 1.684629], [1.839749, 3.847308, -1.469564], [-2.478077, -3.374307, 3.730846], [-3.143295, -2.216572, -4.679151], [-0.692504, -5.669006, 1.282695], [-2.185661, -1.716542, -4.511467], [3.535255, 2.942576, 4.815895], [-1.637375, -1.712721, -5.456705], [-1.268965, 0.608319, 4.934593], [4.751784, -1.184184, 1.834799], [3.930029, 2.290197, 3.219724], [-1.982374, -1.580426, 1.465306], [-2.044798, -4.429151, -3.957952], [1.760635, 2.073758, 6.448418], [-2.683874, 1.923631, 1.076172], [-2.196879, -4.781716, 1.499543], [1.202792, 2.823992, -1.380165], [0.525917, 1.447653, 2.647424], [-1.038618, -3.036459, 4.696302], [-4.423495, -1.070346, 5.548266], [-0.547321, -3.931628, -4.760454], [-3.398437, -2.784106, -1.811883], [2.566528, -3.547866, -1.200943], [0.948251, 2.172334, -0.301552], [2.742428, 3.575612, 3.368958], [-3.775033, 2.531494, 2.921432], [-1.531484, -3.783101, 4.073053], [-0.016456, -3.166726, 2.034936], [2.175758, -0.117182, -1.086507], [0.291295, 2.499018, 2.424434], [3.053011, 0.751541, 0.965617], [-5.603695, -2.763948, -0.586975], [3.156594, 0.526156, 2.022893], [-1.367438, -5.252750, 2.030714], [6.627751, -2.243834, 0.598936], [1.176979, -3.413672, 1.386262], [1.432871, -2.292011, 0.603460], [-4.794150, -1.954218, 2.191497], [-1.668269, 3.883582, -0.250802], [-3.593305, 0.918383, 4.658365], [0.216603, -4.718277, 3.360527], [-5.174603, -0.876200, 3.966036], [-4.944575, -4.207529, 0.831031], [5.585366, -0.045898, -1.750569], [-2.067997, 0.803187, 0.720444], [1.767211, -4.311109, 1.467758], [-1.225421, 3.387785, -1.110651], [-3.566531, -2.535693, -0.466803], [-1.107289, -3.883423, -3.823012], [-1.502218, -1.913884, -1.010129], [-4.875331, -2.802577, 0.228250], [0.079284, 3.397107, -3.821699], [7.327451, -1.641782, -1.824278], [-6.370594, -1.812468, 1.427420], [1.509242, 1.676254, -3.178479], [2.407702, -0.317729, 4.375021], [-1.762820, -6.069417, 2.639417], [-4.146588, -3.177145, -2.483057], [-5.039024, -0.749118, 0.934622], [-1.283219, -1.005515, 4.242632], [-0.429107, -1.918097, -3.312673], [-1.748969, -4.653468, 4.696633], [2.780431, -1.152869, -2.361841], [-1.935299, 4.895932, -0.562078], [2.092578, -1.121483, -1.513985], [-3.879234, -2.061083, 4.200644], [-1.384982, -2.432729, -3.423549], [-2.389378, -0.683024, -4.229296], [-2.089921, -2.371968, -2.099768], [3.978394, 1.343866, -1.519118], [-2.913961, 3.129912, 0.203417], [6.306232, -1.052451, -1.142362], [-2.007728, -0.725636, 5.836844], [0.953070, 1.938821, 5.722207], [3.095811, 1.838527, 0.851748], [2.458536, -2.189557, -0.499224], [0.862308, 0.632296, 0.714402], [0.409437, 2.884735, 5.646595], [-3.493241, 3.810983, 0.835558], [-0.559442, 0.946969, -2.374779], [-5.292539, -1.762725, 1.251732], [-3.783389, 2.753364, -0.998690], [2.357870, -0.574951, 5.436750], [-2.398352, -2.021674, 0.010765], [0.475785, -1.379938, 0.821418], [3.438131, -1.959657, -0.074616], [3.118814, 2.664526, 3.843431], [-2.605860, -2.234129, 2.248773], [3.451122, -0.405940, 4.064549], [-4.724854, 2.302432, -0.678536], [1.713791, 1.421741, 4.065098], [4.982486, -0.859349, 0.825759], [-1.861028, -0.298270, 4.840918], [4.193258, 0.141817, 0.245548], [6.029281, -1.465230, 0.143392], [4.542486, 0.543402, -1.050402], [1.837779, -1.068440, 3.817292], [1.600673, -3.846203, -1.615213], [-0.415874, 0.989826, 2.959835], [5.845476, 0.271218, -2.752441], [-3.201602, 0.018754, 4.175014], [0.272335, 1.187693, 6.126904], [2.903791, -4.331867, -0.521997], [-4.667923, -4.967631, 0.099186], [-2.275705, -0.090300, 1.735016], [-3.258363, 2.031198, -1.626109], [-0.531934, -4.396496, -3.050531], [-3.239234, 1.785137, 2.355749], [0.674292, 2.167564, -2.685231], [3.289608, -3.480645, -2.016110], [-0.914528, 3.947576, 0.533545], [-0.454341, -1.942850, 1.676127], [1.073094, -1.271697, -1.859027], [-5.955854, -4.418376, 1.189159], [-4.231239, -1.066414, 4.472384], [-0.650116, -4.222919, 2.911417]],
  "forces_ev_per_a": [[0.032, 0.033, 0.104], [0.002, -0.001, 0.004], [-0.025, 0.004, -0.016], [0.036, 0.063, -0.029], [0.065, -0.071, 0.052], [0.003, 0.003, 0.005], [0.013, 0.002, 0.006], [0.000, 0.007, 0.003], [0.007, -0.014, -0.019], [-0.009, -0.008, 0.000], [-0.004, -0.026, -0.009], [-0.005, 0.003, 0.007], [0.005, -0.015, -0.027], [0.012, -0.141, -0.015], [0.002, 0.001, 0.001], [-0.012, 0.006, 0.005], [0.012, 0.110, 0.106], [0.038, -0.016, 0.006], [0.029, -0.079, 0.163], [-0.051, -0.075, -0.273], [-0.017, -0.042, -0.026], [0.024, -0.031, -0.007], [-0.010, 0.000, -0.001], [-0.010, 0.105, 0.000], [0.020, 0.000, -0.015], [-0.246, 0.942, -1.009], [-0.003, -0.007, 0.026], [0.026, 0.004, 0.005], [0.043, -0.014, 0.068], [0.124, -0.138, 0.025], [-0.075, -0.129, -0.132], [-0.009, -0.007, -0.020], [-0.190, -0.143, 0.095], [-0.001, -0.054, -0.011], [0.055, -0.037, 0.106], [-0.076, 0.075, -0.028], [-0.010, -0.002, -0.003], [0.099, 0.044, 0.058], [-0.170, 0.030, -0.181], [0.081, 0.052, 0.131], [0.026, -0.021, -0.002], [0.024, 0.019, 0.011], [-0.007, -0.063, -0.039], [-0.067, 0.013, -0.022], [0.023, 0.024, 0.086], [-0.001, 0.031, 0.015], [-0.112, -0.054, -0.053], [-0.007, -0.002, -0.020], [0.029, -0.015, 0.002], [-0.027, -0.024, -0.046], [0.020, -0.008, 0.004], [0.069, -0.061, 0.039], [-0.002, -0.057, -0.001], [0.012, 0.000, 0.004], [-0.013, 0.012, 0.020], [0.013, -0.014, 0.013], [0.009, -0.032, 0.018], [-0.007, -0.018, -0.003], [-0.009, 0.006, 0.000], [0.005, 0.007, 0.005], [-0.020, -0.007, -0.009], [-0.042, 0.051, 0.024], [0.032, 0.028, 0.074], [0.022, -0.007, 0.013], [-0.063, -0.015, 0.019], [-0.009, -0.007, -0.014], [-0.214, 0.005, -0.164], [-0.064, 0.035, -0.049], [0.022, -0.004, -0.012], [0.005, -0.006, -0.010], [0.009, -0.028, -0.006], [0.015, -0.003, 0.009], [0.007, 0.016, -0.002], [-0.007, -0.021, -0.033], [-0.010, 0.018, 0.001], [-0.077, 0.009, 0.000], [-0.016, 0.013, 0.071], [-0.011, -0.130, 0.165], [0.731, -0.098, 1.200], [0.003, -0.012, -0.005], [-0.016, 0.005, -0.005], [-0.077, -0.106, -0.092], [-0.072, 0.185, -0.027], [0.005, -0.019, -0.022], [0.000, -0.009, -0.016], [0.024, 0.050, 0.030], [0.016, -0.507, 0.272], [-0.392, -0.202, -0.145], [0.004, 0.009, -0.035], [-0.014, 0.057, -0.051], [0.010, -0.005, -0.006], [0.003, -0.002, -0.001], [0.097, -0.029, 0.002], [0.229, 0.156, 0.079], [0.038, -0.029, -0.030], [0.205, 0.358, 0.034], [0.039, 0.020, 0.063], [0.143, 0.087, 0.082], [-0.008, 0.014, 0.011], [-0.012, -0.002, -0.007], [-0.056, 0.000, 0.013], [-0.005, -0.005, 0.002], [0.178, 0.039, -0.041], [0.024, 0.033, 0.014], [-0.004, 0.001, -0.002], [0.006, 0.001, 0.004], [0.002, 0.021, -0.030], [0.001, 0.007, 0.009], [0.003, 0.004, 0.002], [-0.117, -0.070, -0.079], [-0.017, 0.039, 0.000], [-0.002, -0.002, -0.001], [-0.001, 0.006, -0.005], [-0.132, 0.035, -0.245], [-0.123, -0.063, -0.072], [0.002, -0.006, -0.004], [-0.012, -0.073, -0.096], [-0.061, -0.015, -0.073]]
}